19
Properties=species:S:1:pos:R:3 method="wB97M-V/def2-TZVPD" energy_ha=-198.4288 homo_energy_ev="-15.809 / -15.276" s2=0.7528 total_charge=+1 multiplicity=2 relative_energy_kj_mol=152.7
H -2.7118 -0.1127 -1.9057
H 0.2410 -0.7361 -1.0639
H 1.1108 1.1174 0.5310
H -2.2573 1.4990 -1.7804
H -3.4290 0.7404 -0.6053
H -0.7850 0.6977 0.3651
C -1.5011 0.0330 -0.1145
H -2.0569 -0.2487 0.7434
H 2.0709 0.0151 -0.6347
C 2.0453 0.6549 0.2912
H -0.4569 -1.9662 -0.0576
H 2.7168 1.4460 0.1715
C -2.5203 0.6408 -1.1624
C -0.6675 -1.1450 -0.7818
C 2.2889 -0.1175 1.6519
H 1.4561 -0.6744 2.0533
H 3.1315 -0.8924 1.5450
H 2.7409 0.5435 2.3305
H -1.4164 -1.4948 -1.5766